# CH6NO2

A 2-piece molecular cluster, CH6NO2 overall at a distorted geometry (ωB97M-V/def2-TZVPD, OMol25).

Output
Energy relative to the best compared isomer or geometry (same formula, charge and spin) ... 17.1 kcal/mol
Charge ... -1
DFT total energy ... -246.92198 a.u.
Lowest unoccupied orbital energy ... 4.81 eV
Gap between HOMO and LUMO ... 8.237 eV

```
10
Properties=species:S:1:pos:R:3:mulliken_charge:R:1
N -0.358 -1.448 0.929 -0.683
C 0.488 -0.606 -0.022 -0.296
O -0.324 0.076 -0.993 -0.882
H -0.680 -2.366 0.517 0.230
H -1.200 -0.787 0.968 0.261
H 1.222 -1.376 -0.335 0.249
H 1.116 0.117 0.509 0.212
H -0.156 1.478 -1.039 0.473
H -0.151 2.419 0.251 0.244
O 0.042 2.494 -0.785 -0.807
```